No. 1
Formula: C31H44BrMgN3P2
Source: OMol25
Level of theory: ωB97M-V with the def2-TZVPD basis set

Last column: Mulliken charge in e.
CARTESIAN COORDINATES (ANGSTROEM)
N -0.033 -0.379 1.484  0.200
C 2.186 -2.248 -1.093  -0.972
C 5.003 -4.277 1.415  -0.590
P 2.418 1.205 -0.536  0.654
H 0.840 -0.274 -5.530  0.418
C -0.043 0.029 -4.937  -1.504
H 2.918 -0.323 -3.065  0.088
H 1.044 0.081 -3.113  -1.093
Mg 0.704 -0.939 -0.580  1.530
C -2.139 -0.334 2.623  0.005
H -2.137 0.518 4.591  0.549
H 0.991 -2.223 0.819  0.531
C -0.182 0.614 3.656  -1.120
C -2.738 2.037 -2.137  -1.489
H -1.805 1.110 -0.437  0.259
H 3.234 4.069 0.806  0.345
C 3.499 -4.275 3.163  -0.621
H -3.708 1.612 -1.860  0.384
C -0.240 -4.618 -2.657  -0.573
C 1.418 -4.001 -4.320  -0.751
H -2.981 -2.856 -3.581  0.338
H 0.268 -4.092 -0.621  0.651
H -0.925 -0.430 -5.399  0.409
H -1.142 -5.155 -2.387  0.541
H -1.583 -2.676 -1.588  0.057
C 2.612 -3.448 2.470  -0.439
H 3.377 2.612 -2.197  0.679
C 2.371 4.027 0.129  -1.396
H 2.708 4.247 -0.891  0.350
H 3.134 -2.918 -3.579  0.488
H 4.082 -0.244 1.736  0.168
C 1.615 -3.191 -2.046  1.074
P -1.058 -0.408 -2.099  0.438
H 1.671 -3.157 2.929  0.444
N -4.663 -1.026 2.564  -0.440
C 0.522 -3.994 -1.675  -0.355
H 5.262 1.053 1.957  0.470
H 4.740 0.581 -0.500  0.430
C 3.387 0.664 -3.152  -1.101
C -1.329 -0.744 1.571  -0.130
C -3.352 -2.311 -2.706  -1.547
H -2.657 2.090 -3.225  0.348
H -1.707 -1.421 0.800  0.420
C 2.739 1.724 -2.268  -1.024
H 3.310 0.963 -4.204  0.401
H 0.495 -1.521 -3.560  -0.481
H 5.964 -4.616 1.013  0.392
C -3.542 -0.689 2.601  -0.326
C 0.161 -0.470 -3.494  1.719
H 4.449 0.538 -2.911  0.409
H 3.265 -4.623 4.174  0.400
C 4.129 1.244 0.132  -0.751
C -1.579 1.250 -1.509  0.277
Br -0.840 -5.336 -5.283  -0.034
C 1.624 2.697 0.226  -0.212
H -4.004 -1.492 -3.014  0.412
C 4.185 -3.450 0.634  -0.271
C 4.250 0.832 1.595  -1.147
H 0.634 2.796 -0.251  0.288
C 0.176 -4.560 -3.988  -0.035
C 0.552 0.243 2.526  -0.620
H -2.706 -1.566 -0.831  0.413
H 4.506 2.267 -0.007  0.589
H -0.686 1.899 -1.528  0.059
H 1.684 4.829 0.428  0.416
H 1.633 0.424 2.464  0.552
H -2.717 3.068 -1.755  0.416
C 2.918 -3.075 1.139  1.176
H 1.799 -4.094 -5.333  0.495
H 3.090 -1.726 -1.416  1.456
H -3.965 -3.006 -2.112  0.417
C -2.227 -1.800 -1.796  0.145
H 3.554 1.380 2.241  0.316
C 1.966 -2.380 0.314  -2.744
H 1.776 2.054 -2.679  0.420
H -0.114 1.125 -4.977  0.376
N 4.663 -4.676 2.645  -0.524
C 2.147 -3.328 -3.350  -0.360
H 1.431 2.447 1.282  0.281
H 0.323 1.146 4.463  0.472
H 4.490 -3.179 -0.379  0.445
C -1.541 0.311 3.709  -0.358

LUMO level (spin up / spin down): -7.826 / -7.322 eV
E_tot: -4828.12546 a.u.
Net charge: +2
Kohn-Sham gap (spin up / spin down): 5.96 / 6.42 eV
Energy above the lowest of the compared OMol25 structures with the same formula, charge and spin: 0.352 eV
Highest occupied orbital energy (spin up / spin down): -0.507 / -0.505 Ha



No. 2
Formula: C31H44Cl63NO4
Source: OMol25
Level of theory: ωB97M-V with the def2-TZVPD basis set

Last column: Mulliken charge in e.
CARTESIAN COORDINATES (ANGSTROEM)
H -5.142 4.850 2.923  0.316
H 2.618 11.239 -5.753  0.290
H 1.464 -9.584 1.634  0.264
C 1.247 1.527 0.556  0.131
C -2.413 4.157 -0.279  1.369
C -2.107 -6.936 -3.150  0.063
H 1.782 3.684 -0.038  0.170
Cl 4.255 1.344 1.964  0.009
C -1.078 3.245 -0.001  -0.649
H -0.488 3.762 0.878  0.291
Cl -2.762 -3.453 9.547  -0.095
Cl 3.312 6.700 -5.887  -0.087
C 5.960 1.364 2.447  -0.097
C 2.557 -7.514 8.615  -0.069
H 0.231 2.263 2.290  0.040
H 1.790 2.949 2.073  0.283
Cl -5.123 -2.317 6.621  0.065
H 3.640 -7.463 8.475  0.351
O -3.266 6.044 2.694  -0.519
Cl -2.421 -6.590 5.754  -0.050
H -3.729 4.607 4.279  0.191
C 5.679 0.106 -6.908  0.638
H -3.539 -5.674 9.684  0.367
Cl 7.573 -3.617 -9.439  -0.126
C -6.126 -2.907 7.956  0.252
H -0.381 2.148 -1.883  0.185
H -1.377 -7.712 -2.906  0.244
Cl -2.481 5.448 -5.472  -0.045
H 2.204 2.353 -1.425  -0.024
H -6.198 -4.783 -4.879  0.319
Cl -6.837 -2.661 -4.078  -0.131
Cl -3.650 -7.363 -2.390  -0.117
C 7.768 -2.928 -11.060  0.083
H -3.952 5.720 -1.594  -0.048
H 6.008 1.377 3.539  0.353
C 1.684 6.332 -5.292  -0.131
C 2.727 10.783 -6.740  0.009
Cl -3.777 3.637 -3.594  -0.034
Cl -0.029 -6.314 1.134  0.084
H 8.499 -2.118 -11.004  0.277
Cl 9.618 4.209 -11.168  -0.131
Cl -2.140 1.457 4.546  -0.029
Cl -2.591 -5.284 11.806  -0.114
H 4.587 -1.256 -1.762  0.420
Cl 1.843 11.774 -7.913  -0.128
H -6.201 2.636 -0.217  0.243
C 7.424 3.028 -3.814  -0.074
C -3.290 3.570 2.281  -0.150
Cl 2.086 -9.219 8.715  -0.126
C -4.032 4.822 -4.887  -0.153
Cl -4.434 -5.146 4.222  -0.037
C -3.648 3.678 0.686  -0.016
H 1.329 7.186 -4.709  0.394
Cl -0.864 -9.699 1.289  -0.090
C 0.616 -9.918 2.238  -0.007
Cl -3.622 -3.153 -0.836  -0.013
C -5.675 -3.964 -4.380  -0.021
Cl 0.561 -8.938 3.713  -0.058
C 1.431 2.698 -0.612  0.120
Cl 4.454 1.065 -1.377  -0.060
H -1.023 -1.758 4.835  0.407
O -2.865 7.603 -1.574  -0.493
C 0.678 -5.905 -0.439  0.787
Cl -1.224 -5.916 9.312  0.016
H -4.600 4.388 0.604  0.475
H -5.230 1.760 -1.649  0.170
H 2.193 0.806 0.499  -0.185
H -3.992 6.714 0.007  -0.002
C -2.729 -2.337 0.458  0.034
Cl 8.383 4.002 -8.538  -0.096
Cl 8.376 -4.153 -12.187  -0.130
Cl 0.102 -1.248 9.558  -0.100
C 8.115 3.890 -10.286  0.011
Cl 2.115 -2.692 11.090  -0.142
H 0.135 -3.534 10.129  -0.254
Cl 6.751 1.390 -3.750  -0.093
Cl -1.511 -5.391 -2.522  -0.060
Cl 6.482 1.563 -7.520  -0.004
H -2.152 3.616 2.545  0.074
C -3.279 6.363 -0.883  0.291
Cl 6.540 4.019 -4.987  -0.064
H 7.381 4.649 -10.571  0.304
Cl -5.064 6.147 -4.321  -0.131
H -4.401 -7.432 4.793  0.397
H 7.315 3.483 -2.826  0.320
Cl 3.974 0.086 -7.391  -0.156
Cl -4.373 -3.403 -5.442  -0.128
H -4.537 4.322 -5.717  0.385
Cl 6.507 -1.350 -7.486  -0.075
Cl 2.148 -6.667 10.117  -0.093
C -1.754 -2.569 4.779  -0.433
C -2.648 -5.152 10.040  -0.200
O -2.168 5.623 -0.250  -0.447
Cl -2.280 -6.867 -4.912  -0.117
Cl -7.159 -4.241 7.417  -0.133
C -0.049 3.113 -1.270  -0.447
C -3.994 4.817 3.144  -0.539
Cl 4.452 10.731 -7.143  -0.125
Cl -3.288 -1.897 4.200  -0.266
Cl 0.854 -11.628 2.635  -0.135
O -4.128 2.344 0.199  -0.150
H -3.701 8.170 -1.621  0.344
Cl -1.146 -3.793 3.652  0.045
Cl 1.160 -7.373 -1.306  -0.155
C -3.442 0.896 5.609  0.329
Cl -7.108 -1.591 8.625  -0.137
H 0.302 0.846 0.380  0.030
C 3.857 -0.480 -2.006  -0.236
Cl -2.914 -7.293 2.970  -0.025
C -5.185 2.608 -0.824  -0.537
Cl -3.150 -0.617 0.515  0.081
H -5.019 3.632 -1.397  0.193
Cl -5.013 -4.572 -2.853  -0.049
H -0.079 -5.387 -1.032  -0.542
Cl 9.149 2.976 -4.217  -0.131
H -2.749 3.914 -1.398  -0.801
Cl 3.685 -0.411 -3.768  -0.069
C 0.893 -2.813 9.813  0.520
Cl 1.622 -3.394 8.307  -0.076
Cl 6.788 -0.092 1.870  -0.123
H 0.030 4.063 -1.950  0.120
Cl -1.949 -3.257 6.400  0.351
H -5.467 -3.279 8.744  -0.058
H -3.966 0.076 5.109  -0.137
Cl 6.763 2.820 1.836  -0.131
H -3.011 -2.792 1.411  -0.118
Cl 1.778 -6.733 7.228  -0.057
Cl -0.983 -2.544 0.236  -0.013
H -3.694 2.536 2.714  0.055
Cl 6.234 -2.257 -11.639  -0.117
Cl 2.054 9.145 -6.676  -0.064
Cl 2.314 -0.907 -1.246  -0.013
H 5.727 0.119 -5.816  -0.368
Cl -4.605 2.199 5.910  -0.151
Cl 1.714 4.909 -4.236  -0.040
Cl -2.781 0.287 7.135  -0.035
H -1.468 2.181 0.362  -0.042
Cl 2.065 -4.820 -0.234  -0.116
Cl 0.569 6.079 -6.645  -0.121
C -3.643 -6.711 4.477  -0.288
H -3.952 6.749 2.498  0.312
N 1.226 2.076 1.969  -0.401
Cl 7.467 2.298 -10.716  -0.098

LUMO level: 0.142 eV
E_tot: -30555.06093 a.u.
Kohn-Sham gap: 8.90 eV
Highest occupied orbital energy: -0.322 Ha



No. 3
Formula: C31H44CrN4OP2
Source: OMol25
Level of theory: ωB97M-V with the def2-TZVPD basis set

Last column: Mulliken charge in e.
CARTESIAN COORDINATES (ANGSTROEM)
H 3.972 -0.158 -1.034  0.477
H 4.094 -4.738 1.094  0.444
C -2.323 1.860 0.310  -0.501
H 1.657 0.057 -5.074  0.328
C 2.442 2.158 0.735  -0.501
H -2.107 2.091 1.343  0.456
H 2.377 0.919 3.442  0.656
C 1.322 0.092 6.733  -1.418
N -2.834 -1.639 1.191  0.408
H -3.112 3.682 -0.650  0.427
H 1.517 -1.728 -1.247  0.706
H -1.073 1.140 7.413  0.434
H -2.203 -2.255 3.154  0.256
H -2.801 2.687 -5.685  0.280
H -4.416 -3.871 3.056  0.442
N 2.649 0.819 0.367  0.477
C 4.074 2.089 -0.865  -0.784
H 0.809 3.316 -7.371  0.330
H -2.321 -0.343 -2.133  0.466
C 2.924 -2.945 0.597  -0.347
C -3.907 -1.995 0.360  -0.295
C -2.937 -2.386 2.373  -0.368
H -1.152 -0.996 -4.770  0.053
C 0.854 -1.058 -0.682  -1.296
H -1.091 -1.895 -1.321  0.616
H 0.008 3.766 -5.877  0.305
O -0.161 -0.077 4.476  -0.519
H -0.459 2.131 6.087  0.342
N 2.841 -1.670 1.175  0.564
C -2.160 0.712 -5.487  -0.282
C 3.645 0.785 -0.618  -0.420
H -0.975 1.664 -7.888  0.306
H -4.040 -1.517 -0.601  0.386
C 1.017 1.912 -5.765  -0.444
H -0.391 -2.699 0.097  0.399
C 0.002 -0.326 -6.472  -0.913
H 3.389 4.029 0.063  0.454
P -1.426 -0.695 0.818  0.363
H -1.954 -1.250 -6.310  0.355
H 1.881 1.020 6.582  0.356
H -0.060 -2.167 5.985  0.329
H -0.833 -1.372 7.366  0.462
P 1.627 -0.479 0.859  0.758
H 3.783 -0.780 2.914  0.439
H -1.873 1.096 5.837  0.306
C 0.205 2.908 -6.543  -0.507
C -0.518 -1.721 -0.399  -1.132
C -1.148 2.415 -7.109  -0.853
C -0.679 -1.321 6.299  -1.741
H 1.797 2.380 -5.146  0.351
C 3.691 -1.665 2.304  -0.456
C -0.046 -0.011 5.973  1.385
H 0.472 -1.329 -6.550  0.396
H 2.336 -3.184 -0.275  0.370
C -2.433 0.555 -1.532  -0.414
H 1.077 0.076 7.815  0.416
C -4.688 -2.946 1.018  -0.586
C -1.352 -0.517 -5.746  -0.388
N -2.086 0.570 -0.185  0.462
C 3.307 2.955 -0.004  -0.619
C -2.901 1.822 -1.897  -0.343
H -0.171 0.005 -7.503  0.336
H 1.148 1.437 4.575  0.399
C -2.089 1.923 -6.049  -0.277
H 1.808 -0.310 4.514  0.198
C -4.067 -3.194 2.293  -0.595
H -1.646 -1.404 5.797  0.286
H 1.703 2.401 1.483  0.404
H -5.591 -3.390 0.639  0.433
H 0.707 -0.156 -1.297  0.396
C 1.489 0.586 3.976  -1.055
C 4.309 -2.909 2.401  -0.721
C -2.831 2.644 -0.724  -0.933
H 4.841 2.381 -1.559  0.457
C 3.820 -3.722 1.319  -0.684
Cr -0.001 -0.008 2.415  -0.626
H 5.030 -3.199 3.148  0.434
H -3.240 2.107 -2.879  0.397
C -0.904 1.168 6.343  -1.561
H -2.943 0.570 -4.726  0.475
C 0.944 0.580 -5.737  -0.218
H -1.617 3.281 -7.620  0.366
H 1.994 -0.757 6.586  0.454

LUMO level (spin up / spin down): 0.390 / -0.135 eV
Spin multiplicity: 5
E_tot: -3228.84690 a.u.
Kohn-Sham gap (spin up / spin down): 7.11 / 5.81 eV
Energy above the lowest of the compared OMol25 structures with the same formula, charge and spin: 0.000 eV
Highest occupied orbital energy (spin up / spin down): -0.247 / -0.218 Ha
<S²>: 6.09



- Which of these has the highest E_tot?
  C31H44CrN4OP2